Density functional theory data (ωB97M-V/def2-TZVPD) for a cluster of 8 separate species, C24H49FO31S8 in total at a distorted geometry.

For the LUMO energy, the calculation gives 0.264 eV. As for the HOMO energy: -9.6 eV.

Geometry as XYZ:
```
113
Properties=species:S:1:pos:R:3:forces:R:3:lowdin_charge:R:1
O 1.498 -4.556 -6.387 -0.654 0.587 0.363 -0.194
C -1.384 2.153 -10.011 -0.219 0.150 -0.682 -0.165
C 5.265 8.339 1.550 -0.050 0.280 0.558 -0.173
C 2.953 4.391 -0.767 -0.043 0.501 -0.225 -0.159
O -3.883 1.502 -7.922 1.030 0.784 0.503 -0.208
H -8.881 -2.722 3.539 0.291 -0.097 0.088 0.139
O 2.653 -5.352 0.507 1.502 -0.074 -2.418 -0.255
H 3.408 -3.222 -4.055 -0.247 0.159 -0.072 0.132
H 1.878 4.404 -0.581 0.175 -0.186 0.137 0.142
O -0.751 1.084 -1.143 -0.746 1.020 -0.379 -0.243
O 4.788 1.446 -0.587 0.111 1.025 0.025 -0.238
H 3.087 -5.507 -5.444 -0.271 0.062 -0.104 0.137
C 6.693 8.011 1.966 0.162 0.367 -0.461 -0.175
H 1.983 -4.228 -3.685 0.155 0.043 -0.017 0.127
H 4.598 8.365 2.417 0.072 0.047 -0.025 0.133
O 6.390 5.441 -0.011 -0.495 5.387 1.692 -0.250
F 2.095 -5.324 1.751 -0.627 0.139 1.616 -0.102
O -2.242 -3.508 7.341 0.569 1.004 -0.374 -0.188
C 2.492 -3.651 -4.463 0.090 -0.705 0.401 -0.181
S -1.539 2.022 -1.893 -0.057 -0.105 -0.377 0.647
H -3.184 -0.233 1.138 0.876 -1.246 -0.967 0.106
H 2.085 -1.782 3.996 -0.800 1.756 -0.468 0.106
C -3.205 -2.543 0.716 0.275 1.150 0.078 -0.129
H -0.363 2.036 -10.379 -0.089 -0.101 0.282 0.140
H -0.702 -2.199 1.440 -0.846 1.489 -0.278 0.101
H 1.473 0.413 1.685 0.767 -1.546 1.106 0.108
H 5.599 -0.581 1.163 -1.928 -0.838 -0.095 0.119
O -2.748 1.213 -2.617 0.917 0.084 0.567 -0.195
C 3.291 3.874 -2.157 -0.633 -0.272 -0.008 -0.164
O 0.726 -2.338 -7.206 -0.346 -0.556 0.933 -0.239
C -1.731 3.609 -9.734 0.732 0.089 -0.059 -0.170
C -0.040 -1.077 3.809 -0.313 1.251 1.021 -0.212
H -9.396 -4.351 4.050 -0.012 0.100 0.012 0.135
C -9.119 -2.963 5.697 -0.028 0.646 -0.318 -0.168
C 4.716 -2.519 1.865 -0.475 1.009 0.770 -0.218
S 5.656 5.908 1.134 1.031 0.205 -0.468 0.681
H 3.183 4.641 -2.924 0.281 -0.085 0.085 0.137
S 3.082 -3.716 0.225 1.214 2.705 -2.515 1.039
H 3.361 5.394 -0.609 -0.088 -0.001 -0.062 0.115
O -7.283 -5.908 5.891 0.439 1.260 0.270 -0.213
H -0.900 4.127 -9.244 -0.010 -0.033 -0.104 0.134
H 3.895 -2.779 2.655 1.562 0.721 -1.252 0.119
H -2.012 4.150 -10.639 -0.223 -0.074 0.216 0.138
C 2.748 -4.502 -5.699 0.632 0.298 0.077 -0.170
C -2.558 -1.035 0.604 1.306 -1.497 0.188 -0.231
O -1.544 1.482 -8.760 -0.421 0.688 0.833 -0.178
O 4.652 -3.580 0.835 -1.343 -0.373 -0.397 -0.369
H -10.194 -2.948 5.880 0.189 -0.194 0.136 0.138
H -0.283 -2.218 3.891 0.496 2.024 -0.488 0.114
O 1.604 -2.621 -4.899 -0.364 -0.102 -1.101 -0.192
H 6.990 8.531 2.877 -0.055 -0.292 0.006 0.136
C -3.481 -3.087 5.398 0.310 -0.587 -0.467 -0.178
O 6.094 3.544 -0.050 -2.158 -6.074 -1.141 -0.274
H -2.082 1.710 -10.727 0.065 0.054 0.022 0.136
C 4.531 -1.052 1.213 0.816 0.760 0.562 -0.196
H -0.672 0.793 2.580 -0.305 -2.123 0.107 0.123
O -2.900 -1.335 8.345 0.743 -0.154 -0.969 -0.230
C 1.545 -0.794 3.677 0.720 -1.004 -0.409 -0.196
O 3.605 3.500 0.138 0.410 -0.792 -0.825 -0.210
C -0.959 -0.332 2.706 -1.174 -0.582 0.437 -0.205
O -0.603 -3.602 -5.476 0.855 0.415 -0.819 -0.232
H 2.671 3.010 -2.416 -0.058 0.108 0.021 0.132
O -3.241 -1.783 5.928 0.345 -0.004 0.933 -0.189
H -0.352 -0.597 0.560 -1.199 -1.160 1.320 0.080
S -2.235 -1.889 7.200 -0.239 -0.314 0.029 0.660
H 1.918 -1.367 1.465 0.035 1.476 1.425 0.089
O -2.049 2.658 -6.634 -1.357 -0.142 -2.088 -0.253
H -4.474 -3.139 4.952 0.227 0.268 0.166 0.112
C -8.777 -3.487 4.309 -0.717 -0.208 -0.002 -0.169
H -0.746 0.786 -4.472 -0.083 -0.032 0.048 0.140
S 0.644 -3.211 -6.070 0.144 -0.099 0.340 0.649
S 4.928 2.877 -0.569 0.643 -0.288 0.278 0.688
C -2.740 1.512 -4.013 -0.005 0.566 -0.563 -0.171
O 4.645 3.434 -2.071 0.338 0.143 0.856 -0.178
C -3.328 -4.037 6.578 -0.602 -0.029 0.107 -0.177
H -3.183 0.696 -4.585 0.058 -0.032 0.299 0.140
H 5.776 -2.545 2.351 -2.065 -0.469 -0.970 0.142
H 3.480 -4.028 -6.359 -0.008 -0.041 0.063 0.132
O 4.858 7.261 0.708 0.419 -0.404 0.055 -0.202
O -2.081 3.222 -1.320 0.703 -0.953 -0.163 -0.234
H -2.380 -0.794 -0.522 -0.670 -0.211 2.147 0.089
O -0.722 2.428 -3.237 -0.657 0.053 1.119 -0.197
C -1.276 1.737 -4.361 0.350 -0.509 -0.364 -0.182
C 2.057 -0.459 2.185 0.467 0.233 -0.681 -0.205
H -4.218 -4.029 7.208 0.423 -0.049 -0.120 0.100
H -8.710 -1.960 5.853 -0.059 -0.047 -0.044 0.136
H -2.040 -0.306 3.155 1.833 -0.040 -0.648 0.104
H -0.366 -0.635 4.850 0.689 -0.962 -2.144 0.090
O -7.423 -3.927 4.403 0.456 0.095 0.961 -0.189
O 4.769 5.075 1.889 0.873 0.753 -0.477 -0.204
H -2.949 -3.086 -0.268 -0.761 0.669 1.614 0.075
H 7.401 8.248 1.165 -0.062 0.073 0.052 0.133
S -2.662 2.251 -7.870 -0.130 -0.050 -0.882 0.695
C 3.631 -0.032 2.098 -0.062 0.356 -0.257 -0.187
O 3.204 -3.455 -1.276 -0.190 -1.906 4.161 -0.419
O -8.471 -3.853 6.608 0.646 -0.622 -0.513 -0.182
O -5.990 -3.811 6.429 -1.605 -0.799 -0.560 -0.248
O 6.707 6.599 2.164 -0.844 -0.229 -0.060 -0.183
H -4.330 -2.393 0.901 1.612 -0.824 -0.479 0.062
H 4.081 0.141 3.163 -0.741 -0.548 -1.867 0.121
H 3.703 0.999 1.555 -0.114 -1.945 1.070 0.090
C -1.090 -1.126 1.296 1.105 1.745 -0.549 -0.231
O -0.927 -1.477 6.783 -1.016 -0.268 0.861 -0.246
H 1.950 0.013 4.410 -1.008 -1.205 -1.303 0.117
H -3.326 2.423 -4.167 0.051 -0.066 -0.087 0.133
H -2.703 -3.132 1.589 -1.114 1.108 -1.482 0.065
O -2.823 3.562 -8.815 -0.197 -0.944 0.384 -0.183
H 4.160 -1.080 0.117 0.415 -0.142 1.898 0.109
H -2.727 -3.286 4.630 -0.006 -0.009 0.041 0.124
S -7.148 -4.480 5.906 -0.646 -0.198 -0.102 0.686
H -1.155 2.330 -5.274 0.395 -0.370 1.434 0.080
H -3.116 -5.060 6.263 0.247 0.158 0.097 0.142
H 5.198 9.287 1.013 -0.038 -0.250 -0.122 0.135
```
Forces are in eV/Å.